(1)
C43H41N3O3P2V as an isolated structure, computed with ωB97M-V/def2-TZVPD.

The molecular weight is 760.7 Da. The orbital gap (alpha / beta) is 7.1790 / 8.5846 eV. As for the expectation value of S²: 3.758. As for the charge: +2. Its spin multiplicity is 4. The strongest force on any atom comes out at 0.011 Eh/bohr.

Geometry as XYZ:
```
93
C43H41N3O3P2V, DFT ωB97M-V/def2-TZVPD
V 0.25535 0.54682 0.61055
C 1.06081 1.89482 5.18780
C 1.82577 3.04418 5.05538
C 2.15196 3.48448 3.78546
C 1.71627 2.76408 2.68030
N 0.98855 1.65014 2.80867
C 0.66995 1.23456 4.03850
C 1.08340 2.94669 0.12777
C 1.33776 4.34482 -0.43450
C 2.29087 4.32897 -1.58568
C 2.55549 3.20828 -2.25115
C 1.95716 1.93837 -1.82183
N 1.29386 1.79136 -0.74422
H 0.77475 1.51560 6.15834
H 2.16042 3.58881 5.92819
H 2.74584 4.38014 3.64872
H 0.08004 0.32695 4.09962
H 0.44651 4.90058 -0.73446
H 2.69230 5.27885 -1.92035
H 3.18641 3.20301 -3.12876
H 2.07251 1.06023 -2.45122
O 2.66913 0.10602 1.06491
C 3.62437 0.42644 2.09773
C 4.27925 1.78982 1.85915
C 3.56502 2.79325 0.94533
C 2.11409 3.22299 1.29229
C 1.85950 4.74918 0.97523
C 0.70771 5.36510 1.71883
C -0.52210 4.84833 1.79814
C -0.91684 3.51097 1.33560
N -0.23653 2.67069 0.66281
H 2.42960 -0.82610 1.16994
H 4.39404 -0.34614 2.10301
H 3.12360 0.40170 3.06547
H 5.26042 1.63790 1.40686
H 4.46796 2.23773 2.83628
H 3.59045 2.38915 -0.06228
H 4.19305 3.68672 0.91855
H 2.74646 5.37926 1.00978
H 0.87625 6.33463 2.17342
H -1.28975 5.40246 2.32173
H -1.88256 3.15003 1.68260
O -1.74835 0.14629 0.35752
P -2.51815 -0.91751 -0.40837
C -1.80839 -2.55631 -0.08824
P 0.00511 -2.61463 -0.13844
O 0.57209 -1.53169 0.77799
C 0.53460 -2.39303 -1.82772
C 1.72683 -1.70642 -2.05884
C 2.19603 -1.55912 -3.35615
C 1.47527 -2.08212 -4.42093
C 0.28706 -2.76474 -4.19425
C -0.17868 -2.92804 -2.90039
C 0.45621 -4.23809 0.42330
C 0.99092 -5.19102 -0.44148
C 1.31321 -6.45115 0.04227
C 1.10594 -6.75514 1.37873
C 0.57915 -5.80404 2.24608
C 0.25308 -4.54659 1.77250
C -2.45415 -0.65807 -2.17320
C -1.50839 0.20416 -2.72062
C -1.43276 0.35497 -4.09791
C -2.29820 -0.34938 -4.92201
C -3.25081 -1.20287 -4.37652
C -3.33257 -1.35554 -3.00296
C -4.22390 -0.97215 0.08973
C -4.90353 -2.16806 0.31195
C -6.24875 -2.14514 0.65053
C -6.91073 -0.93264 0.76738
C -6.23628 0.26251 0.54587
C -4.89572 0.24724 0.20398
H -2.21240 -3.30042 -0.77808
H -2.08964 -2.85462 0.92677
H 2.29139 -1.29279 -1.23086
H 3.13441 -1.04994 -3.53594
H 1.84516 -1.96800 -5.43134
H -0.27115 -3.17635 -5.02409
H -1.09949 -3.47441 -2.73818
H 1.16390 -4.95457 -1.48334
H 1.73017 -7.19291 -0.62497
H 1.35951 -7.73849 1.75163
H 0.42710 -6.04558 3.28913
H -0.14353 -3.80173 2.45313
H -0.84007 0.75799 -2.07147
H -0.70493 1.02976 -4.52932
H -2.24211 -0.22395 -5.99531
H -3.93703 -1.73448 -5.02182
H -4.09317 -2.00325 -2.58014
H -4.39833 -3.12200 0.22725
H -6.77712 -3.07236 0.82486
H -7.95929 -0.91739 1.03288
H -6.75950 1.20443 0.63801
H -4.36909 1.17752 0.02884
```

Löwdin population analysis, charges in e, atoms 1 to 6: atom 1 (V): 0.901, atom 2 (C): -0.030, atom 3 (C): -0.018, atom 4 (C): 0.005, atom 5 (C): -0.235, atom 6 (N): 0.076



(2)
C62H73N3P2RbSSi3 as an isolated structure, computed with ωB97M-V/def2-TZVPD.

The molecular weight is 1124.0 Da. The orbital gap is 4.9811 eV. As for the charge: -1. Its spin multiplicity is 1. The strongest force on any atom comes out at 0.013 Eh/bohr.

Geometry as XYZ:
```
145
C62H73N3P2RbSSi3, DFT ωB97M-V/def2-TZVPD
Rb -0.08403 0.21673 -0.61376
C -0.67338 2.26531 3.13118
Si -2.08777 2.66520 1.93459
C -3.26298 1.19925 2.21327
C -2.97358 4.16104 2.69013
C -1.57551 2.85692 0.20336
Si -2.86396 2.54039 -1.04760
C -3.16044 0.67687 -1.34244
C -4.59608 3.23169 -0.69948
C -2.44503 3.17978 -2.78075
Si -0.58918 4.32773 -0.13100
C -1.52898 5.93965 -0.48282
C 0.62971 4.85155 1.23089
C 0.56710 4.11312 -1.64925
C 0.94882 5.18777 -2.45660
C 1.77635 4.97921 -3.54673
C 2.21411 3.69231 -3.81296
C 1.81687 2.67373 -2.95940
N 1.02586 2.87309 -1.90510
H -1.05757 2.11633 4.14371
H 0.07036 3.05809 3.18359
H -0.16100 1.34385 2.83697
H -3.50140 1.10109 3.27606
H -2.79535 0.26432 1.89645
H -4.20227 1.29973 1.66745
H -3.25427 4.00168 3.73447
H -3.88032 4.38152 2.12214
H -2.34037 5.04990 2.64631
H -3.10131 0.11012 -0.40896
H -2.43249 0.26523 -2.04933
H -4.14907 0.49127 -1.76789
H -5.02049 2.83070 0.22270
H -5.27786 2.98325 -1.51676
H -4.56873 4.31943 -0.59888
H -1.41355 2.95238 -3.05206
H -2.58716 4.25704 -2.87755
H -3.09384 2.69159 -3.51227
H -2.30045 6.07313 0.27841
H -2.02669 5.91854 -1.45291
H -0.87873 6.81831 -0.45441
H 0.10703 5.30444 2.07632
H 1.32623 5.59502 0.83276
H 1.20720 4.01814 1.62852
H 0.57289 6.17900 -2.23872
H 2.06530 5.80538 -4.18676
H 2.83890 3.47071 -4.66908
H 2.12240 1.64499 -3.12933
C -1.74211 -2.71984 2.47963
C -1.47889 -2.28980 1.02823
P -2.62257 -2.84747 -0.34490
C -1.88281 -4.48336 -0.71026
C -1.61684 -4.76033 -2.04824
C -0.95349 -5.92382 -2.41632
C -0.54340 -6.82149 -1.44574
C -0.80019 -6.55789 -0.10496
C -1.46348 -5.39801 0.25867
C -4.13173 -3.25778 0.61319
C -4.79554 -2.19469 1.23075
C -5.94972 -2.40704 1.96519
C -6.47808 -3.68712 2.07621
C -5.84333 -4.74524 1.44590
C -4.67646 -4.53371 0.72126
C -0.45413 -3.06401 3.23623
P 0.85387 -1.73729 3.11141
C 0.97219 -1.22781 4.86768
C -0.17075 -0.66534 5.43952
C -0.16612 -0.22719 6.75274
C 0.99240 -0.32636 7.51330
C 2.13653 -0.86966 6.95038
C 2.12709 -1.32176 5.63672
C 2.37243 -2.72896 2.89471
C 3.30116 -2.28408 1.96113
C 4.46786 -2.99758 1.72210
C 4.71510 -4.16637 2.42206
C 3.79361 -4.62434 3.35787
C 2.62986 -3.91115 3.59176
H -2.41383 -3.57980 2.51808
H -2.26985 -1.91323 2.99630
H -0.49467 -2.64762 0.70525
H -1.43146 -1.19933 0.99872
H -1.90108 -4.03882 -2.80533
H -0.73125 -6.10770 -3.45881
H -0.00695 -7.71814 -1.72770
H -0.47227 -7.25343 0.65762
H -1.65281 -5.20210 1.30698
H -4.40362 -1.18862 1.14106
H -6.44070 -1.57026 2.44453
H -7.38346 -3.85535 2.64520
H -6.25380 -5.74440 1.51976
H -4.19039 -5.36978 0.23602
H -0.02133 -3.97186 2.80645
H -0.67369 -3.26402 4.28747
H -1.07018 -0.55726 4.84343
H -1.06128 0.20801 7.17845
H 1.00317 0.02470 8.53718
H 3.04498 -0.94530 7.53465
H 3.02728 -1.74544 5.20970
H 3.10194 -1.39342 1.37915
H 5.15592 -2.64901 0.96399
H 5.61567 -4.73418 2.22724
H 3.98097 -5.54143 3.90171
H 1.91981 -4.27705 4.32522
C -1.74728 -1.89426 -7.45755
C -0.91971 -2.70034 -6.68253
C -0.26058 -2.17871 -5.58228
C -0.40849 -0.83463 -5.22825
C -1.24306 -0.03855 -6.01174
C -1.90555 -0.55920 -7.11429
C 0.28254 -0.26198 -4.04660
C 1.08077 -0.86802 -3.18130
C 1.75861 -2.04817 -2.88947
C 1.37067 -2.90593 -1.81692
C 2.16507 -3.94829 -1.38538
C 3.38345 -4.23283 -1.99507
C 3.77593 -3.42694 -3.06532
C 3.00223 -2.37641 -3.50950
H -2.26428 -2.30442 -8.31600
H -0.78934 -3.74494 -6.94029
H 0.38432 -2.80480 -4.97741
H -1.37524 1.00382 -5.74115
H -2.55173 0.07913 -7.70533
H 0.06570 0.80619 -3.91718
H 0.42492 -2.71613 -1.32071
H 1.82163 -4.55884 -0.55445
H 4.00729 -5.04497 -1.64620
H 4.71745 -3.62847 -3.56653
H 3.34483 -1.75639 -4.32903
N 3.00860 2.17696 0.73266
C 3.68723 1.79458 -0.38538
S 3.59271 0.26820 -1.02670
N 4.43607 2.75977 -0.99227
C 4.70111 4.08276 -0.59552
C 4.87043 5.03338 -1.60069
C 5.15644 6.34819 -1.27958
C 5.26386 6.73899 0.04815
C 5.10264 5.79128 1.04724
C 4.83469 4.46646 0.73708
H 2.28994 1.52265 1.00103
H 2.72089 3.14481 0.78473
H 4.81081 2.46287 -1.88001
H 4.74886 4.73371 -2.63330
H 5.27656 7.07506 -2.07235
H 5.47215 7.76999 0.30057
H 5.19422 6.07886 2.08610
H 4.73779 3.73334 1.52374
```

Löwdin population analysis, charges in e, atoms 1 to 6: atom 1 (Rb): 0.590, atom 2 (C): -0.176, atom 3 (Si): 0.324, atom 4 (C): -0.179, atom 5 (C): -0.179, atom 6 (C): -0.526



(3)
C18H41InN2P3S2 as an isolated structure, computed with ωB97M-V/def2-TZVPD.

The molecular weight is 557.4 Da. The orbital gap is 4.1723 eV. As for the charge: +3. Its spin multiplicity is 1. The strongest force on any atom comes out at 0.039 Eh/bohr.

Geometry as XYZ:
```
67
C18H41InN2P3S2, DFT ωB97M-V/def2-TZVPD
In -0.13401 0.27764 1.03257
P 2.06148 1.21643 2.20446
P -2.10655 1.93521 1.43329
P 0.59592 1.06923 -1.30969
H -1.11389 -2.82369 0.74879
C -0.18585 -2.68760 0.17961
C 1.03383 -2.72612 0.73245
H 1.20261 -2.85709 1.80517
C 2.44279 0.70519 3.91438
C 2.03953 3.04165 2.36942
C 3.65662 0.90307 1.37552
C -3.59186 1.21421 0.66202
C -2.61804 2.30891 3.14335
C -1.90776 3.57704 0.64473
C 1.80703 -0.07988 -2.00387
C 1.33273 2.70158 -1.45513
C -0.92331 1.15623 -2.29139
H -0.28984 -2.55743 -0.90375
H 1.92399 -2.62609 0.10362
H 2.49914 -0.39025 3.97795
H 1.68376 1.06785 4.62450
H 3.42034 1.12691 4.18897
H 1.21504 3.34750 3.02863
H 1.90130 3.50337 1.38245
H 2.99059 3.38771 2.80364
H 3.85016 -0.17642 1.32995
H 4.46637 1.38887 1.94050
H 3.64426 1.30026 0.35386
H -4.43923 1.90850 0.71704
H -3.84384 0.28797 1.19263
H -3.37788 0.97727 -0.38697
H -3.56347 2.87079 3.12642
H -1.84755 2.92240 3.63523
H -2.75652 1.36922 3.69701
H -2.75691 4.23164 0.88902
H -1.83488 3.48099 -0.44665
H -0.98677 4.04776 1.01664
H 1.99378 0.17585 -3.05120
H 1.46115 -1.12054 -1.95262
H 2.75141 -0.00437 -1.44833
H 1.46334 2.95565 -2.51108
H 2.31066 2.72284 -0.96914
H 0.68776 3.45363 -0.99410
H -0.68191 1.46914 -3.31502
H -1.63767 1.86867 -1.86110
H -1.42305 0.18012 -2.31076
C -0.52159 -2.81457 -5.13753
C -1.65209 -2.82191 -5.98269
C -1.94429 -3.94783 -6.76377
C -1.09698 -5.06763 -6.72264
C 0.09660 -5.01630 -5.99152
C 0.39882 -3.88762 -5.21682
S -0.28613 -1.43779 -4.08558
H -1.40546 -1.55526 -3.22376
H -2.28355 -1.92798 -6.02474
H -2.82664 -3.93669 -7.41983
H -1.35704 -5.96308 -7.29248
H 0.80012 -5.85469 -6.04490
H 1.34361 -3.80463 -4.67868
N -0.28429 0.68188 5.51167
C -0.35580 -0.58914 5.00282
N 0.15684 -1.53435 5.80278
S -1.05798 -1.01218 3.50091
H -0.17407 0.75738 6.52922
H -0.84083 1.43014 5.09704
H 0.16013 -2.49966 5.48694
H 0.71586 -1.29996 6.61055
```

Löwdin population analysis, charges in e, atoms 1 to 6: atom 1 (In): 0.454, atom 2 (P): 0.737, atom 3 (P): 0.723, atom 4 (P): 0.730, atom 5 (H): 0.071, atom 6 (C): -0.070



(4)
C15H15F16InNO2 as an isolated structure, computed with ωB97M-V/def2-TZVPD.

The molecular weight is 660.1 Da. The orbital gap is 6.8896 eV. As for the charge: -1. Its spin multiplicity is 1. The strongest force on any atom comes out at 0.075 Eh/bohr.

Geometry as XYZ:
```
50
C15H15F16InNO2, DFT ωB97M-V/def2-TZVPD
In 1.69396 -2.42855 2.28897
C -0.55595 -2.00961 2.19800
C -1.49900 -3.13012 2.06927
C -2.95168 -3.01869 1.95944
C -3.41750 -1.61052 2.03718
C -2.38962 -0.61089 2.20110
N -1.03947 -0.72589 2.26422
H 2.07054 -3.73839 3.47120
H 2.10688 -3.05776 0.63688
H 2.62549 -0.92012 2.63506
H -1.06205 -4.15933 2.04031
H -3.63856 -3.88285 1.86574
H -4.49784 -1.34943 2.00285
H -2.77721 0.44180 2.29246
C 6.25419 2.19783 0.34117
C 6.96135 1.40861 -0.77633
C 6.15466 0.28006 -1.41973
F 5.83091 -0.67914 -0.53861
F 6.89236 -0.31739 -2.39458
F 8.14690 0.94852 -0.31267
F 7.26596 2.30753 -1.76173
O 6.56124 1.83360 1.68311
C 5.82576 0.78517 2.25458
C 6.70749 -0.40560 2.63604
F 7.33682 -0.91582 1.55309
F 5.96424 -1.39830 3.16577
F 4.81218 0.44683 1.44728
F 5.26376 1.29510 3.37231
H 6.61977 3.22354 0.25796
H 5.17732 2.27238 0.17900
H 5.23984 0.66219 -1.88098
H 7.46798 -0.11027 3.36336
C -5.23141 0.66865 -3.69740
C -6.37908 -0.19796 -3.14483
C -7.57225 0.55812 -2.55921
F -7.22925 1.31011 -1.49718
F -8.51138 -0.32213 -2.12536
F -5.87964 -1.07503 -2.24841
F -6.84446 -0.94900 -4.18827
O -4.10347 0.86421 -2.85030
C -4.15491 1.90880 -1.92332
C -4.07452 1.40968 -0.48052
F -5.10172 0.58238 -0.19213
F -4.14783 2.44534 0.39035
F -5.24119 2.67608 -2.15138
F -3.08308 2.69015 -2.18093
H -4.82607 0.11846 -4.54890
H -5.58887 1.61002 -4.11933
H -8.03996 1.19958 -3.31145
H -3.14164 0.86805 -0.30319
```

Löwdin population analysis, charges in e, atoms 1 to 6: atom 1 (In): 0.192, atom 2 (C): -0.367, atom 3 (C): -0.139, atom 4 (C): -0.080, atom 5 (C): -0.101, atom 6 (C): -0.229



(5)
One molecule with the formula C17H27N3O3, computed with ωB97M-V/def2-TZVPD.

The molecular weight is 321.4 Da. The orbital gap is 8.7141 eV. The SMILES is CCN(CC)CCCNC(=O)N[C@@H](Cc1ccccc1)C(=O)O. As for the charge: 0. Its spin multiplicity is 1. The strongest force on any atom comes out at 0.017 Eh/bohr.

Geometry as XYZ:
```
50
C17H27N3O3, DFT ωB97M-V/def2-TZVPD
C 5.85143 -0.05184 1.06662
C 4.99700 0.78838 0.10761
N 3.69626 0.24640 -0.23222
C 3.74249 -1.05010 -0.88993
C 2.66359 -1.16318 -1.96280
C 2.72083 0.35328 0.83690
C 2.01951 1.72081 0.80231
C 0.77107 1.71351 -0.07996
N -0.33417 1.03474 0.56468
C -0.80864 -0.16410 0.16605
O -0.44199 -0.70327 -0.87810
N -1.70635 -0.74608 1.01424
C -2.64662 -1.78933 0.61301
C -3.44355 -1.40629 -0.65451
C -4.13324 -0.08833 -0.44528
C -5.30180 -0.01689 0.30414
C -5.90885 1.20211 0.54586
C -5.35062 2.36735 0.04642
C -4.18759 2.30558 -0.70142
C -3.58275 1.08459 -0.94606
C -1.98511 -3.16999 0.38796
O -2.44318 -4.14927 0.91230
O -0.95490 -3.20339 -0.42409
H 6.06642 -1.02769 0.63873
H 6.79276 0.45692 1.25766
H 5.34361 -0.19799 2.01727
H 4.84073 1.77702 0.54761
H 5.54717 0.92696 -0.82817
H 3.64000 -1.88019 -0.17327
H 4.71797 -1.14626 -1.37215
H 2.78625 -0.36624 -2.69179
H 1.66787 -1.09186 -1.53714
H 2.74822 -2.12021 -2.47115
H 1.97362 -0.43237 0.71373
H 3.18422 0.21008 1.82509
H 2.71428 2.46249 0.41022
H 1.73815 2.02354 1.81423
H 0.97786 1.19051 -1.01390
H 0.45999 2.73923 -0.30352
H -0.62885 1.40611 1.45402
H -2.01193 -0.18927 1.79642
H -3.34319 -1.91692 1.44618
H -2.76354 -1.34281 -1.50531
H -4.17032 -2.19796 -0.84398
H -5.74020 -0.92502 0.69299
H -6.82006 1.24386 1.12428
H -5.82418 3.31927 0.23556
H -3.75078 3.20998 -1.09916
H -2.67953 1.04086 -1.53765
H -0.69931 -2.28677 -0.75052
```

Löwdin population analysis, charges in e, atoms 1 to 6: atom 1 (C): -0.083, atom 2 (C): -0.252, atom 3 (N): -0.198, atom 4 (C): -0.257, atom 5 (C): -0.075, atom 6 (C): -0.192



(6)
C2H4P4 as an isolated structure, computed with ωB97M-V/def2-TZVPD.

The molecular weight is 152.0 Da. The orbital gap is 7.5515 eV. As for the charge: 0. Its spin multiplicity is 1. The strongest force on any atom comes out at 0.091 Eh/bohr.

Geometry as XYZ:
```
10
C2H4P4, DFT ωB97M-V/def2-TZVPD
C -0.48626 0.00578 0.24730
C -1.85614 -0.42787 0.22523
P 0.06901 1.47782 -0.10869
P 1.11694 -1.73468 0.13235
P 2.80755 -0.67364 -0.18924
P 2.23668 1.37647 0.33411
H -2.26998 0.22926 -0.47281
H -2.27328 -0.64161 1.21507
H -1.97427 -1.48365 -0.29762
H 2.62976 1.87212 -1.08571
```

Löwdin population analysis, charges in e, atoms 1 to 6: atom 1 (C): -0.874, atom 2 (C): -0.283, atom 3 (P): 0.547, atom 4 (P): 0.341, atom 5 (P): 0.031, atom 6 (P): 0.142